Here is one molecule with the formula C21H25N3O5 close to a stationary point from OMol25. Energies are from ωB97M-V with the def2-TZVPD basis set.

Each line ends with the natural charge from an NBO analysis.
Positions of all 54 atoms, in Å:
C: 0.845 -3.663 0.084  -0.647
C: 0.844 -2.164 0.163  0.031
C: -0.013 -1.404 -0.620  -0.241
C: 0.052 -0.014 -0.575  0.091
C: -0.727 0.878 -1.526  0.651
O: -0.806 2.079 -1.371  -0.595
N: -1.281 0.245 -2.600  -0.620
C: -1.598 1.003 -3.797  -0.217
C: -0.399 1.786 -4.366  -0.055
C: -0.537 2.145 -5.847  -0.218
C: -1.857 2.848 -6.142  -0.610
C: 0.644 3.041 -6.234  -0.397
C: 1.993 2.439 -5.850  -0.408
C: 2.022 2.028 -4.380  -0.208
N: 0.894 1.141 -4.106  -0.459
C: 1.035 -0.213 -4.188  0.695
O: 0.205 -0.949 -4.708  -0.646
C: 2.186 -0.805 -3.437  -0.295
C: 2.816 -0.179 -2.306  -0.106
C: 3.679 -0.871 -1.541  -0.338
C: 3.955 -2.268 -1.799  0.731
O: 4.603 -3.020 -1.124  -0.574
O: 3.373 -2.791 -2.957  -0.454
C: 2.509 -2.085 -3.694  0.277
N: 0.870 0.629 0.251  -0.383
C: 1.670 -0.096 1.025  0.040
C: 1.728 -1.484 1.001  -0.069
C: 2.733 -2.245 1.818  -0.091
O: 3.576 -1.334 2.502  -0.721
H: 0.664 -4.111 1.063  0.225
H: 0.078 -4.020 -0.601  0.222
H: 1.813 -4.032 -0.264  0.234
H: -0.720 -1.915 -1.262  0.213
H: -0.992 -0.701 -2.782  0.404
H: -1.978 0.298 -4.533  0.221
H: -2.382 1.724 -3.567  0.221
H: -0.341 2.721 -3.798  0.222
H: -0.484 1.211 -6.418  0.210
H: -1.973 3.732 -5.509  0.206
H: -1.888 3.178 -7.182  0.214
H: -2.716 2.199 -5.975  0.213
H: 0.616 3.247 -7.306  0.214
H: 0.522 4.005 -5.725  0.197
H: 2.188 1.551 -6.460  0.201
H: 2.799 3.150 -6.047  0.217
H: 2.957 1.519 -4.153  0.215
H: 1.941 2.902 -3.727  0.206
H: 2.555 0.838 -2.041  0.244
H: 4.146 -0.450 -0.663  0.247
H: 2.075 -2.658 -4.501  0.220
H: 2.329 0.453 1.685  0.217
H: 2.208 -2.897 2.527  0.174
H: 3.319 -2.885 1.149  0.198
H: 4.309 -1.826 2.881  0.479

Summary:
energy relative to the best compared isomer or geometry (same formula, charge and spin): 37.79 kcal per mole
LUMO: 0.04 eV
SMILES: Cc1cc(C(=O)NC[C@@H]2[C@@H](C)CCCN2C(=O)c2ccc(=O)oc2)ncc1CO
max |F|: 0.02 eV/Å
Kohn-Sham gap: 9.18 eV